(1)
Entry from the Open Molecules 2025 dataset: a structure of composition C16H30O11P2S2 at a distorted geometry (ωB97M-V with the def2-TZVPD basis set).

As for the HOMO energy: -8.956 eV.

The geometry in ORCA input format:
```
! RIJCOSX wB97M-V def2-TZVPD def2/J DEFGRID3
* xyz 0 1
C 0.27 1.98 8.33
C -0.47 2.19 7.41
C -1.24 2.37 6.15
S -1.97 4.03 5.92
O -2.35 1.46 6.20
S -2.08 0.32 5.05
O -3.34 0.06 4.50
O -1.40 -0.80 5.60
O -1.06 1.14 4.08
C -0.28 1.91 5.03
P 0.92 3.17 4.37
P 2.90 2.59 5.06
O 3.83 3.23 4.14
O 3.20 3.15 6.56
O 3.09 0.99 4.95
H 1.08 1.64 8.93
H -3.17 3.91 6.53
H 0.28 1.12 5.56
H 0.61 4.37 5.06
H 2.38 3.06 7.07
H 3.91 0.76 5.40
C -1.79 0.19 0.04
C -0.57 0.98 0.44
O -0.64 2.16 0.67
C 0.73 0.23 0.54
H -2.66 0.85 0.01
H -1.64 -0.25 -0.95
H -1.98 -0.61 0.77
H 0.98 -0.20 -0.44
H 0.65 -0.56 1.29
H 1.52 0.91 0.83
C 1.92 1.25 -3.42
C 1.94 -0.26 -3.44
O 1.53 -0.90 -2.50
C 2.48 -0.93 -4.68
H 1.50 1.60 -2.47
H 2.93 1.64 -3.52
H 1.30 1.63 -4.23
H 3.52 -0.63 -4.83
H 1.88 -0.64 -5.54
H 2.43 -1.99 -4.55
C -4.56 1.09 -3.00
C -4.94 -0.11 -2.16
O -4.20 -1.06 -2.05
C -6.28 -0.06 -1.46
H -3.58 0.93 -3.44
H -5.29 1.23 -3.80
H -4.52 1.98 -2.37
H -7.08 0.03 -2.19
H -6.31 0.78 -0.77
H -6.42 -0.98 -0.90
C 1.95 -5.28 -6.66
C 3.17 -4.49 -6.25
O 3.10 -3.31 -5.99
C 4.47 -5.24 -6.16
H 1.08 -4.62 -6.67
H 2.09 -5.69 -7.65
H 1.76 -6.08 -5.94
H 4.73 -5.66 -7.14
H 4.40 -6.04 -5.43
H 5.26 -4.56 -5.86
*
```

=====

(2)
Entry from the Open Molecules 2025 dataset: a structure of composition C16H31AuN4O2SSi2 at a distorted geometry (ωB97M-V with the def2-TZVPD basis set).

As for the HOMO energy (alpha / beta): -6.848 / -6.856 eV. The relative energy (zero: lowest compared OMol25 entry of this formula, charge and spin) comes out at 38.5 kcal per mole.

The geometry in ORCA input format:
```
! RIJCOSX wB97M-V def2-TZVPD def2/J DEFGRID3
* xyz 0 1
Au -0.01 -0.16 -0.19
C -1.08 4.40 0.19
Si -1.72 2.67 -0.31
C -1.14 2.31 -2.09
C -3.63 2.67 -0.26
N -0.98 1.41 0.67
C -1.15 1.28 1.99
C -1.93 2.17 2.75
C -2.13 1.99 4.09
C -1.52 0.92 4.75
C -0.74 0.04 4.06
C -0.51 0.18 2.67
N 0.26 -0.66 1.98
Si 1.08 -2.09 2.58
C 1.98 -3.00 1.19
C 2.40 -1.57 3.87
C -0.20 -3.32 3.31
H -1.42 5.15 -0.52
H 0.00 4.44 0.22
H -1.44 4.71 1.17
H -1.54 3.04 -2.78
H -1.47 1.32 -2.41
H -0.06 2.33 -2.17
H -4.04 3.34 -1.01
H -4.02 2.98 0.70
H -4.01 1.67 -0.45
H -2.41 2.99 2.24
H -2.76 2.67 4.64
H -1.68 0.78 5.81
H -0.28 -0.79 4.57
H 2.50 -2.31 0.53
H 1.26 -3.55 0.60
H 2.70 -3.71 1.59
H 3.04 -0.79 3.46
H 3.03 -2.41 4.14
H 1.95 -1.18 4.78
H -0.95 -3.54 2.55
H -0.71 -2.95 4.19
H 0.28 -4.26 3.58
C 1.37 -3.46 -2.47
C 0.57 -2.44 -1.69
O -0.60 -2.64 -1.35
O 1.19 -1.37 -1.38
H 0.74 -4.27 -2.82
H 2.14 -3.86 -1.81
H 1.87 -2.97 -3.31
C -5.06 -3.43 -1.78
N -4.16 -2.36 -1.41
C -3.69 -2.16 -0.18
N -3.87 -3.12 0.76
S -2.99 -0.71 0.27
H -5.36 -3.30 -2.82
H -5.96 -3.40 -1.15
H -4.59 -4.41 -1.68
H -3.97 -1.63 -2.08
H -3.91 -4.08 0.47
H -3.41 -2.93 1.63
*
```